(1)
# C4H5NOS

C4H5NOS in the gas phase in a non-equilibrium geometry (ωB97M-V/def2-TZVPD, the Open Molecules 2025 dataset).

```
12
Properties=species:S:1:pos:R:3:forces:R:3
O 2.47301 -1.12327 -0.04960 -0.4 3.9 -0.8
C 2.41561 0.12615 -0.23468 -3.1 -4.7 1.1
C 1.07738 0.92471 -0.10414 1.5 -1.5 0.1
C -0.15491 0.51565 0.19713 -1.4 1.0 0.7
C -0.65613 -0.84656 0.02376 3.4 -2.0 1.8
N -1.82158 -1.27342 -0.05360 -3.0 1.6 -0.5
S -2.93513 0.13218 -0.15839 -0.8 -1.5 -0.1
H 3.34505 0.60617 -0.31948 1.1 1.4 -0.4
H 1.16000 1.96112 -0.08249 0.8 1.8 0.3
H -0.90160 1.30469 0.69351 1.6 -1.7 -1.6
H 0.07140 -1.70482 0.19952 -0.4 1.3 -0.6
H -4.07311 -0.62262 -0.11152 0.6 0.3 0.0
```
Positions in Å, forces in eV/Å.

Results
- SMILES: O=C/C=C\C=N/S
- E_HOMO: -0.3371 Eh


(2)
# C4H5NOS

C4H5NOS in the gas phase in a non-equilibrium geometry (ωB97M-V/def2-TZVPD, the Open Molecules 2025 dataset).

```
12
Properties=species:S:1:pos:R:3:forces:R:3
C -0.54190 -0.33704 1.01835 -0.1 -3.5 1.7
C 0.70000 -0.20828 1.60996 -0.5 2.2 -0.3
C -0.13012 -0.22870 -1.32297 -1.2 -1.0 0.2
C -0.92316 0.40498 -0.14795 -0.9 -3.1 -1.2
N 0.93657 0.16129 -1.82342 -2.8 -1.1 0.6
O 1.80513 0.70891 -2.39074 2.1 1.0 -0.8
S 1.77319 1.08665 1.23366 -0.6 -0.9 0.0
H -1.19891 -1.31137 1.28948 1.6 2.5 -0.4
H 0.92464 -0.72826 2.49768 0.3 -1.1 0.7
H -0.68722 -1.17299 -1.55221 1.2 0.4 -0.6
H -1.98308 0.26512 -0.34475 0.0 0.2 -0.3
H -0.67513 1.35970 -0.06709 1.0 4.4 0.3
```
Positions in Å, forces in eV/Å.

Results
- E_HOMO (spin up / spin down): -0.3001 / -0.3255 Eh


(3)
# C4H5NOS

A molecular structure, C4H5NOS in a non-equilibrium geometry (ωB97M-V/def2-TZVPD, the Open Molecules 2025 dataset).

```
12
Properties=species:S:1:pos:R:3:forces:R:3
C 1.41110 -0.08261 1.47593 -1.5 0.7 -2.6
C -0.72554 0.18975 1.72234 2.2 -1.3 -1.4
C 0.76300 -0.30803 0.26297 0.0 -0.3 2.2
C -0.76917 0.01004 -2.09545 5.6 1.2 -1.9
N -0.62662 -0.23656 0.52085 1.2 0.2 -1.1
O 0.44469 0.30770 2.33919 -0.3 0.3 2.0
S 1.36506 -0.67851 -1.31043 -3.1 0.7 -0.8
H 2.39820 0.21452 1.72435 0.6 -0.2 0.2
H -1.62346 0.11866 2.19669 -2.0 0.6 1.9
H -0.77075 1.04813 -1.80579 -0.2 -0.1 0.7
H -1.59956 -0.57440 -1.95403 -1.4 -1.6 0.8
H -0.26696 -0.00870 -3.07662 -1.0 -0.3 0.1
```
Positions in Å, forces in eV/Å.

Results
- E_HOMO: -0.2984 Eh


(4)
# C4H5NOS

A molecular structure, C4H5NOS in a non-equilibrium geometry (ωB97M-V/def2-TZVPD, the Open Molecules 2025 dataset).

```
12
Properties=species:S:1:pos:R:3:forces:R:3
C 2.26165 -0.03280 0.01760 -1.1 -0.4 -0.2
C 1.24665 -0.92935 -0.04287 0.9 0.8 0.2
C -0.18287 -0.59409 -0.02961 0.5 0.1 -0.1
C -1.81796 1.02221 0.03783 -0.1 -0.5 -0.2
H 2.08435 1.04553 -0.00935 -0.1 -0.4 0.2
H 3.30892 -0.32134 0.05770 -0.3 -0.2 -0.1
H 1.42519 -1.98719 -0.08720 0.2 -0.3 0.1
H -2.00118 1.57118 0.96202 0.0 -0.3 0.1
H -2.16715 1.60146 -0.80584 0.0 0.2 -0.2
N -1.12478 -1.46359 0.03305 0.9 1.1 -0.1
O -0.41078 0.76595 -0.10369 -1.1 -0.9 0.1
S -2.62206 -0.67798 -0.02963 0.2 0.8 0.2
```
Positions in Å, forces in eV/Å.

Results
- E_HOMO: -0.3035 Eh


(5)
# C4H5NOS2

C4H5NOS2 in the gas phase (ωB97M-V/def2-TZVPD, the Open Molecules 2025 dataset).

```
13
Properties=species:S:1:pos:R:3:forces:R:3
C -2.00086 -1.38744 -0.00834 -0.4 0.7 0.2
C -2.00085 -0.04960 0.00498 -0.1 -0.1 -0.2
C -0.78562 0.78936 -0.00685 0.1 -0.3 0.1
S -0.77918 2.41406 -0.00261 0.0 -0.1 0.0
O 0.31510 0.00703 -0.00688 -0.1 0.1 0.0
N 1.53556 0.66206 0.00221 0.4 -0.6 0.0
C 2.64541 -0.09015 0.00064 -0.4 -0.5 0.0
S 4.15995 0.52614 -0.00322 -0.3 -0.2 0.0
H -2.95067 -1.91318 0.02167 0.2 0.0 -0.1
H -1.09502 -1.97007 -0.01393 0.1 0.0 0.0
H -2.92957 0.52624 -0.00006 0.3 -0.2 0.1
H 1.48706 1.66590 0.00421 -0.1 0.5 0.0
H 2.39868 -1.18036 0.00816 0.3 0.9 0.0
```
Positions in Å, forces in eV/Å.

Results
- SMILES: C=CC(=S)ONC=S
- E_HOMO: -0.3230 Eh


(6)
# C4H5NOS2

C4H5NOS2 in the gas phase (ωB97M-V/def2-TZVPD, the Open Molecules 2025 dataset).

```
13
Properties=species:S:1:pos:R:3:forces:R:3
S 0.18093 2.74279 -0.45154 -0.3 0.0 0.0
N -1.32198 1.99247 -0.15993 0.2 -0.5 0.1
C -1.42702 0.73641 0.05385 -0.8 0.1 0.1
C -0.42560 -0.31987 0.09981 0.2 -0.3 0.0
C -0.67261 -1.61368 0.33143 0.3 0.2 0.0
S 0.77741 -2.60521 0.31304 -0.2 0.2 0.0
C 1.76329 -1.09091 -0.04102 -0.4 -0.2 0.2
O 0.88741 0.02258 -0.11121 -0.4 0.1 0.0
H -0.38236 3.95463 -0.56808 0.1 0.0 0.0
H -2.46150 0.35606 0.23887 0.8 0.4 -0.2
H -1.63835 -2.04775 0.51709 -0.1 0.0 0.0
H 2.45834 -0.92096 0.76377 0.4 0.0 0.2
H 2.26203 -1.20656 -0.98609 0.3 0.0 -0.4
```
Positions in Å, forces in eV/Å.

Results
- SMILES: S/N=C\C1=CSCO1
- E_HOMO: -0.2863 Eh


Energy above the lowest of the compared OMol25 structures with the same formula, charge and spin for the records above, in order: 71.7, 133.7, 72.2, 34.7, 65.0, 43.4 kcal/mol